The following is a quantum chemistry calculation of C4H12BF4O2RbS2 as an isolated structure in a non-equilibrium geometry, from the Open Molecules 2025 dataset.

Structure (ORCA input):
```
! RIJCOSX wB97M-V def2-TZVPD def2/J DEFGRID3
* xyz 0 1
Rb -3.63 13.04 18.92
B -8.63 12.66 15.24
F -7.78 11.69 15.62
F -8.14 13.78 15.84
F -8.77 12.57 13.80
F -9.85 12.47 15.72
C -11.71 14.83 6.31
S -12.94 15.95 7.17
O -14.20 15.39 6.56
C -12.99 15.31 8.91
H -10.80 15.41 6.11
H -12.26 14.64 5.39
H -11.51 13.85 6.75
H -12.85 16.07 9.69
H -12.17 14.62 9.08
H -13.98 14.89 9.11
C -9.34 20.98 14.47
S -8.48 20.86 12.89
O -7.37 21.86 12.94
C -7.67 19.23 12.89
H -9.03 21.88 15.00
H -9.40 20.04 15.03
H -10.36 21.14 14.13
H -8.41 18.45 12.76
H -7.16 19.14 13.85
H -6.91 19.21 12.11
*
```

Calculated values
E_LUMO (eV): -2.492
Gap between HOMO and LUMO (eV): 6.0
HOMO (eV): -8.45



The following is a quantum chemistry calculation of a 2-piece molecular cluster, CH5NO2Si overall in a non-equilibrium geometry, from the Open Molecules 2025 dataset.

Structure (ORCA input):
```
! RIJCOSX wB97M-V def2-TZVPD def2/J DEFGRID3
* xyz 0 1
C -0.11 -1.50 0.49
N -0.36 1.76 -0.04
O -1.55 1.85 0.07
O 0.33 2.73 -0.34
Si 0.45 0.12 -0.29
H -1.22 -1.86 0.24
H 0.47 -2.32 0.18
H 0.13 -1.48 1.60
H 0.14 0.41 -2.26
H 1.72 0.29 0.35
*
```

Calculated values
E_LUMO (eV): -0.302
Gap between HOMO and LUMO (eV): 10.4
HOMO (eV): -10.69



The following is a quantum chemistry calculation of a 10-piece molecular cluster, C40H60O30 overall in a non-equilibrium geometry, from the Open Molecules 2025 dataset.

Structure (ORCA input):
```
! RIJCOSX wB97M-V def2-TZVPD def2/J DEFGRID3
* xyz 0 1
C 4.12 0.05 3.13
C 3.27 1.11 3.86
C 3.96 1.64 5.11
O 3.74 3.05 4.98
C 3.31 3.37 3.79
O 3.03 4.51 3.48
O 3.25 2.22 2.98
H 5.02 0.58 2.83
H 3.54 -0.32 2.28
H 4.32 -0.67 3.93
H 2.24 0.81 4.03
H 5.03 1.44 5.16
H 3.52 1.32 6.05
C 4.07 4.18 -0.08
C 3.95 5.54 -0.89
C 5.11 5.84 -1.80
O 4.51 5.97 -3.06
C 3.15 5.82 -2.96
O 2.35 5.93 -3.89
O 2.79 5.60 -1.69
H 4.09 3.33 -0.75
H 3.27 4.12 0.66
H 5.03 4.18 0.44
H 3.94 6.26 -0.07
H 5.80 5.01 -1.69
H 5.59 6.77 -1.47
C 1.44 -1.00 -3.47
C 0.24 -0.09 -3.65
C 0.10 0.47 -5.05
O -0.99 -0.31 -5.62
C -1.62 -0.98 -4.66
O -2.58 -1.70 -4.82
O -0.94 -0.87 -3.48
H 1.63 -1.17 -2.41
H 2.37 -0.62 -3.90
H 1.24 -2.02 -3.79
H 0.21 0.77 -2.98
H 0.94 0.30 -5.73
H -0.08 1.54 -4.98
C -1.16 -0.82 -0.02
C -0.50 0.35 0.69
C 1.02 0.23 0.97
O 1.49 1.50 0.73
C 0.61 2.21 0.10
O 0.84 3.37 -0.30
O -0.49 1.56 -0.03
H -1.02 -1.72 0.58
H -0.75 -1.08 -1.00
H -2.22 -0.59 -0.19
H -1.03 0.62 1.60
H 1.41 -0.59 0.37
H 1.36 -0.04 1.97
C -3.48 -2.08 6.51
C -3.30 -1.74 5.00
C -3.66 -0.32 4.47
O -2.43 0.01 3.94
C -1.45 -0.87 4.18
O -0.30 -0.77 3.76
O -1.96 -1.94 4.78
H -3.58 -3.15 6.74
H -4.41 -1.59 6.80
H -2.71 -1.68 7.18
H -3.91 -2.39 4.37
H -3.99 0.39 5.23
H -4.43 -0.36 3.71
C -0.63 4.68 -4.66
C -0.71 4.00 -3.28
C -1.52 4.65 -2.16
O -2.73 3.90 -2.03
C -2.52 2.68 -2.65
O -3.31 1.78 -2.62
O -1.37 2.76 -3.32
H -0.33 4.01 -5.46
H 0.10 5.49 -4.69
H -1.60 5.07 -4.99
H 0.30 3.83 -2.91
H -1.91 5.60 -2.54
H -0.94 4.75 -1.24
C -3.78 2.40 1.02
C -4.81 3.52 1.25
C -5.45 4.13 0.01
O -6.82 4.08 0.25
C -7.06 3.33 1.36
O -8.15 3.01 1.78
O -5.91 2.96 1.95
H -2.80 2.71 0.65
H -4.19 1.60 0.41
H -3.49 2.06 2.02
H -4.47 4.28 1.95
H -5.12 3.64 -0.90
H -5.12 5.16 -0.14
C -3.57 -3.66 -0.82
C -4.40 -3.69 0.41
C -3.63 -3.43 1.71
O -4.09 -2.10 2.06
C -5.13 -1.78 1.26
O -5.82 -0.83 1.45
O -5.29 -2.62 0.24
H -3.14 -2.66 -0.85
H -4.16 -3.80 -1.73
H -2.86 -4.49 -0.85
H -5.11 -4.51 0.49
H -2.56 -3.48 1.49
H -3.83 -4.23 2.43
C 5.67 -5.76 0.07
C 4.74 -4.82 0.79
C 5.45 -3.74 1.65
O 4.78 -2.55 1.12
C 3.85 -2.89 0.14
O 3.07 -2.09 -0.35
O 3.89 -4.19 -0.03
H 6.43 -5.25 -0.51
H 5.13 -6.45 -0.58
H 6.20 -6.33 0.82
H 4.16 -5.44 1.47
H 6.50 -3.64 1.36
H 5.16 -3.83 2.69
C 0.62 -4.08 -1.68
C 0.11 -5.32 -2.48
C 0.40 -5.16 -4.02
O 1.15 -6.26 -4.34
C 1.45 -6.98 -3.29
O 2.20 -7.96 -3.33
O 1.02 -6.38 -2.19
H 0.00 -3.19 -1.79
H 1.56 -3.76 -2.12
H 0.87 -4.19 -0.62
H -0.89 -5.71 -2.29
H 1.01 -4.29 -4.24
H -0.56 -5.04 -4.53
*
```

Calculated values
SMILES string: C[C@H]1COC(=O)O1.C[C@H]1COC(=O)O1.C[C@H]1COC(=O)O1.C[C@H]1COC(=O)O1.C[C@H]1COC(=O)O1.C[C@H]1COC(=O)O1.C[C@H]1COC(=O)O1.C[C@H]1COC(=O)O1.C[C@H]1COC(=O)O1.C[C@H]1COC(=O)O1
E_LUMO (eV): -0.043
Gap between HOMO and LUMO (eV): 10.3
HOMO (eV): -10.36



The following is a quantum chemistry calculation of C11H25INNdO2P2 as an isolated structure in a non-equilibrium geometry, from the Open Molecules 2025 dataset.

Structure (ORCA input):
```
! RIJCOSX wB97M-V def2-TZVPD def2/J DEFGRID3
* xyz 0 4
C 2.21 1.16 -1.91
C 1.48 0.29 -1.04
N 0.15 0.59 -0.73
C -0.54 1.38 -1.58
C 0.14 2.18 -2.51
C 1.54 2.11 -2.64
C 2.05 -0.92 -0.57
P 1.15 -2.41 -0.08
Nd -0.34 -0.38 1.58
P -2.82 1.02 0.16
C -2.05 1.41 -1.50
O 3.34 0.64 2.21
O 1.35 -1.06 3.39
H 3.29 1.04 -1.96
H -0.45 2.83 -3.14
H 2.07 2.79 -3.32
C 1.51 -3.46 -1.54
C 2.43 -3.14 1.06
H -2.40 2.41 -1.82
H -2.44 0.68 -2.22
H 4.09 0.24 1.69
H 3.14 -0.99 -0.60
C -4.51 0.60 -0.42
C -3.09 2.76 0.69
H -1.52 1.13 2.97
H 1.41 -1.46 4.28
H 2.12 -0.48 3.35
H 3.40 1.58 1.97
H -1.13 -1.50 0.25
H -1.96 1.35 2.38
H 2.59 -3.66 -1.57
H 0.92 -4.39 -1.53
H 1.19 -2.89 -2.42
H 3.38 -3.29 0.52
H 2.60 -2.51 1.95
H 2.07 -4.10 1.45
H -3.80 3.29 0.03
H -3.46 2.72 1.72
H -2.12 3.27 0.73
H -5.10 1.50 -0.67
H -4.49 -0.07 -1.28
H -5.01 0.05 0.39
I -2.40 -2.34 2.29
*
```

Calculated values
<S²>: 3.7578
E_LUMO (spin up / spin down) (eV): -0.333 / -0.329
Gap between HOMO and LUMO (spin up / spin down) (eV): 5.9 / 5.8
HOMO (spin up / spin down) (eV): -6.19 / -6.16



The following is a quantum chemistry calculation of a 2-piece molecular cluster, C2H4N2O2 overall in a non-equilibrium geometry, from the Open Molecules 2025 dataset.

Structure (ORCA input):
```
! RIJCOSX wB97M-V def2-TZVPD def2/J DEFGRID3
* xyz 0 1
C -1.52 -0.45 -0.25
C 2.79 -0.70 0.15
N -1.06 -0.71 0.92
N 1.79 -0.22 0.36
O -0.54 1.66 -0.18
O -1.10 0.58 -1.02
H -2.23 -1.07 -0.79
H -0.28 -0.04 1.11
H -1.39 2.29 -0.19
H 3.55 -1.34 -0.10
*
```

Calculated values
SMILES string: [H]/N=C\OO.C#N
E_LUMO (eV): 0.745
Gap between HOMO and LUMO (eV): 10.8
HOMO (eV): -10.05



The following is a quantum chemistry calculation of one molecule with the formula C3H4N4 in a non-equilibrium geometry, from the Open Molecules 2025 dataset.

Structure (ORCA input):
```
! RIJCOSX wB97M-V def2-TZVPD def2/J DEFGRID3
* xyz 0 1
C 0.11 0.93 0.66
C 0.12 -0.88 -1.38
C -0.46 -1.25 -0.19
H 0.55 2.58 1.10
H 0.16 -1.52 -2.23
H -0.87 -2.27 -0.03
H -0.82 -0.57 1.75
N 0.00 1.80 1.54
N 0.78 1.23 -0.61
N 0.84 0.31 -1.48
N -0.40 -0.36 0.88
*
```

Calculated values
SMILES string: [H]/N=c1\nncc[nH]1
E_LUMO (eV): -0.312
Gap between HOMO and LUMO (eV): 8.5
HOMO (eV): -8.83